{"formula": "C26H31F4N5O2STi", "method": "ωB97M-V with the def2-TZVPD basis set", "symbols": ["Ti", "S", "F", "F", "F", "F", "O", "O", "N", "N", "N", "N", "N", "C", "C", "C", "C", "C", "C", "C", "C", "C", "C", "C", "C", "C", "C", "C", "C", "C", "C", "C", "C", "C", "C", "C", "C", "C", "C", "H", "H", "H", "H", "H", "H", "H", "H", "H", "H", "H", "H", "H", "H", "H", "H", "H", "H", "H", "H", "H", "H", "H", "H", "H", "H", "H", "H", "H", "H", "H"], "coordinates": [[-0.32, -0.47, 0.18], [-0.54, 2.59, -1.22], [-1.18, 3.09, 3.68], [0.74, 3.59, 5.39], [1.55, -0.20, 1.64], [3.53, 0.38, 3.38], [-0.65, -4.25, -1.39], [-0.49, 1.08, -1.37], [1.70, -0.54, -1.09], [-2.67, -0.43, 0.25], [-0.48, -2.16, 1.44], [-0.44, -1.96, -1.15], [-0.76, 1.00, 1.59], [-3.26, -0.78, -1.05], [0.16, -1.81, -2.46], [-1.97, 4.59, -2.44], [1.08, 3.20, -1.73], [0.97, 2.66, 4.47], [-0.64, -3.23, -0.72], [3.90, 0.06, -1.80], [2.38, 1.06, 3.48], [1.50, -1.14, -2.27], [2.88, 0.05, -0.87], [0.11, 1.40, 2.56], [3.69, -0.56, -3.03], [-1.55, 3.14, -2.61], [-0.51, -2.18, 2.78], [2.20, 2.02, 4.45], [1.37, 0.78, 2.59], [-0.81, -3.32, 3.50], [-0.04, 2.38, 3.57], [-3.32, -1.24, 1.29], [-0.76, -3.30, 0.78], [-2.95, 0.99, 0.52], [-1.07, -4.48, 1.42], [2.47, -1.16, -3.26], [-1.10, -4.49, 2.81], [1.57, 2.68, -3.07], [-2.13, 1.51, 1.69], [-1.34, -5.40, 3.35], [-0.82, -3.29, 4.58], [-2.57, 4.91, -3.29], [0.28, -2.79, -2.93], [-4.02, 1.14, 0.72], [-0.46, -1.20, -3.12], [-1.01, 2.97, -3.54], [4.84, 0.54, -1.57], [2.65, 2.78, -3.12], [1.01, 4.29, -1.70], [1.33, 1.63, -3.19], [-0.29, -1.25, 3.28], [1.15, 3.24, -3.90], [-2.92, -0.99, 2.27], [-1.11, 5.26, -2.38], [-2.72, 1.55, -0.38], [1.74, 2.90, -0.91], [-2.59, 1.22, 2.64], [-3.16, -2.30, 1.10], [4.46, -0.58, -3.78], [-2.56, 4.72, -1.53], [-2.74, -0.24, -1.84], [-4.40, -1.05, 1.29], [-4.32, -0.53, -1.07], [2.26, -1.66, -4.20], [-1.26, -5.36, 0.82], [-2.40, 2.46, -2.60], [2.97, 2.26, 5.17], [-2.16, 2.60, 1.66], [-3.13, -1.85, -1.23], [3.02, 0.51, 0.10]], "nbo_charge": [1.758, 1.292, -0.306, -0.291, -0.322, -0.296, -0.603, -1.022, -0.516, -0.487, -0.550, -0.820, -0.811, -0.403, -0.271, -0.627, -0.593, 0.373, 0.633, -0.258, 0.354, 0.257, 0.058, 0.084, -0.133, -0.590, 0.067, -0.369, 0.271, -0.237, 0.257, -0.414, 0.131, -0.208, -0.200, -0.242, -0.128, -0.634, -0.239, 0.238, 0.241, 0.243, 0.253, 0.204, 0.219, 0.238, 0.237, 0.239, 0.245, 0.231, 0.220, 0.220, 0.215, 0.216, 0.197, 0.243, 0.194, 0.216, 0.234, 0.225, 0.217, 0.200, 0.194, 0.236, 0.264, 0.242, 0.262, 0.217, 0.226, 0.210], "homo_lumo_gap_ev": [7.8855, 7.8253], "e_above_lowest_kcal_mol": 16.1, "charge": 1, "multiplicity": 2, "e_tot_ev": -83828.6425, "lumo_energy_ha": [-0.096, -0.100]}

---

{"formula": "C26H31F4N5O2STi", "method": "ωB97M-V with the def2-TZVPD basis set", "symbols": ["Ti", "S", "F", "F", "F", "F", "O", "O", "N", "N", "N", "N", "N", "C", "C", "C", "C", "C", "C", "C", "C", "C", "C", "C", "C", "C", "C", "C", "C", "C", "C", "C", "C", "C", "C", "C", "C", "C", "C", "H", "H", "H", "H", "H", "H", "H", "H", "H", "H", "H", "H", "H", "H", "H", "H", "H", "H", "H", "H", "H", "H", "H", "H", "H", "H", "H", "H", "H", "H", "H"], "coordinates": [[-0.13, -0.57, -0.22], [0.87, 2.28, 1.39], [-3.40, -0.85, -3.58], [-3.61, 3.66, -0.54], [-5.56, 0.67, -3.59], [-1.33, 2.22, -0.67], [1.02, 0.90, 0.76], [-2.60, -3.69, 0.27], [1.42, -0.62, -1.88], [-0.83, -2.36, -0.37], [1.26, -1.90, 0.92], [-1.12, -0.14, -1.90], [-1.73, -0.38, 1.02], [-3.92, -1.36, 1.27], [1.57, 2.08, 3.06], [1.68, 0.79, -2.23], [-2.29, 0.57, -2.01], [2.29, -1.55, 1.71], [-3.44, 0.73, 2.30], [3.33, -2.40, 2.02], [-4.54, 1.04, -2.82], [0.74, -1.29, -3.01], [3.60, 2.82, 0.82], [0.06, -3.50, -0.42], [1.25, -3.16, 0.44], [2.25, -4.07, 0.72], [2.73, -1.24, -1.66], [1.40, 3.37, 3.84], [-4.35, -0.29, 2.02], [-2.62, -1.37, 0.79], [-2.16, 0.63, 1.80], [3.32, -3.69, 1.50], [-3.58, 2.54, -1.29], [-4.67, 2.17, -2.04], [-0.79, -1.07, -2.97], [-2.04, -2.60, 0.17], [-2.44, 1.78, -1.30], [2.17, 3.29, 0.60], [-3.40, 0.25, -2.82], [2.61, 1.77, 2.98], [-3.72, 1.59, 2.89], [2.63, -2.29, -1.44], [2.24, 1.26, -1.43], [3.24, -0.75, -0.83], [-1.45, 1.42, 2.02], [4.13, -4.38, 1.72], [4.14, -2.06, 2.65], [0.95, -2.35, -2.97], [0.37, -3.74, -1.44], [-5.36, -0.24, 2.40], [0.98, 1.27, 3.49], [2.28, 0.85, -3.15], [-0.46, -4.38, -0.02], [-1.12, -0.68, -3.94], [-4.54, -2.22, 1.05], [2.26, -0.55, 2.12], [3.70, 1.76, 0.60], [3.92, 3.01, 1.84], [-5.58, 2.76, -2.05], [1.61, 3.20, 4.90], [2.20, -5.07, 0.31], [2.08, 4.15, 3.49], [-1.30, -2.02, -2.82], [0.74, 1.33, -2.39], [3.36, -1.13, -2.56], [1.89, 3.25, -0.46], [0.38, 3.75, 3.76], [2.00, 4.31, 0.95], [1.15, -0.90, -3.95], [4.26, 3.38, 0.16]], "nbo_charge": [1.690, 1.282, -0.305, -0.305, -0.294, -0.325, -1.027, -0.600, -0.502, -0.786, -0.568, -0.799, -0.562, -0.197, -0.586, -0.414, 0.088, 0.062, -0.242, -0.255, 0.362, -0.212, -0.632, -0.298, 0.349, -0.270, -0.405, -0.632, -0.110, 0.161, 0.079, -0.122, 0.338, -0.365, -0.226, 0.616, 0.291, -0.578, 0.265, 0.235, 0.239, 0.210, 0.198, 0.208, 0.199, 0.236, 0.233, 0.208, 0.212, 0.239, 0.244, 0.198, 0.262, 0.213, 0.264, 0.209, 0.221, 0.218, 0.257, 0.247, 0.239, 0.220, 0.209, 0.241, 0.201, 0.251, 0.226, 0.248, 0.200, 0.246], "homo_lumo_gap_ev": [7.0019, 7.1654], "e_above_lowest_kcal_mol": 33.2, "charge": 1, "multiplicity": 2, "e_tot_ev": -83827.9024, "lumo_energy_ha": [-0.108, -0.107]}

---

{"formula": "C26H31N3P2Tb", "method": "ωB97M-V with the def2-TZVPD basis set", "symbols": ["Tb", "P", "P", "N", "N", "N", "C", "C", "C", "C", "C", "C", "C", "C", "C", "C", "C", "C", "C", "C", "C", "C", "C", "C", "C", "C", "C", "C", "C", "C", "C", "C", "H", "H", "H", "H", "H", "H", "H", "H", "H", "H", "H", "H", "H", "H", "H", "H", "H", "H", "H", "H", "H", "H", "H", "H", "H", "H", "H", "H", "H", "H", "H"], "coordinates": [[0.81, 0.26, 0.68], [0.56, -2.32, -0.29], [-1.69, 1.07, -0.20], [-0.97, -2.33, 4.36], [0.81, 0.31, -2.20], [-0.33, -0.85, 2.82], [-0.81, 2.10, -2.57], [-1.04, 3.44, -2.88], [-1.40, 1.16, 3.99], [-0.30, -2.15, 3.21], [-0.91, -3.36, -0.04], [-3.19, 0.14, 0.28], [3.06, 0.46, -3.09], [-2.17, -0.77, 5.93], [1.29, 3.75, -3.49], [4.33, -0.16, -3.24], [0.51, 1.55, -2.69], [-2.07, 2.77, 0.35], [2.85, 1.84, -3.27], [3.40, -2.30, -2.60], [-1.11, -0.19, 3.79], [0.02, 4.27, -3.32], [1.95, -0.32, -2.62], [2.12, -1.75, -2.48], [-2.45, 0.59, 6.12], [-2.07, 1.53, 5.16], [4.50, -1.50, -2.96], [-1.52, -1.11, 4.75], [1.92, -3.24, 0.50], [1.57, 2.39, -3.19], [-1.92, 1.24, -2.03], [0.94, -2.61, -2.10], [-2.92, 1.64, -2.24], [2.10, 4.38, -3.88], [1.12, -3.67, -2.26], [2.88, -2.77, 0.24], [-1.25, 3.43, 0.04], [0.19, -2.97, 2.71], [1.93, -4.28, 0.17], [-1.20, -3.32, 1.02], [1.82, -3.20, 1.59], [0.04, -2.30, -2.65], [-2.31, 2.58, 5.34], [-3.02, 3.14, -0.07], [5.48, -1.98, -3.04], [-1.75, -2.95, -0.64], [0.49, 1.93, 1.67], [-2.97, 0.93, 7.03], [-0.20, 5.32, -3.53], [-1.06, -3.20, 4.88], [-2.05, 3.85, -2.75], [-1.86, 0.22, -2.43], [-2.43, -1.54, 6.65], [5.18, 0.45, -3.59], [-2.10, 2.78, 1.44], [-0.72, -4.40, -0.34], [-1.05, 1.87, 3.25], [-3.19, 0.05, 1.38], [3.69, 2.47, -3.55], [2.20, 1.15, -0.51], [-3.15, -0.86, -0.16], [3.52, -3.37, -2.39], [-4.10, 0.67, -0.06]], "lowdin_spin": [6.204, 0.004, -0.001, 0.000, -0.006, 0.007, -0.001, 0.000, -0.002, 0.001, 0.001, 0.000, -0.007, 0.000, 0.000, -0.001, -0.004, -0.005, -0.003, 0.000, 0.001, 0.000, -0.008, -0.001, 0.000, 0.000, 0.000, 0.000, -0.001, -0.004, -0.001, -0.001, 0.000, 0.000, 0.000, 0.000, -0.001, 0.000, 0.000, 0.000, 0.000, 0.000, 0.000, 0.000, 0.000, 0.000, -0.053, 0.000, 0.000, 0.000, 0.000, 0.000, 0.000, 0.000, -0.001, 0.000, -0.003, 0.000, 0.000, -0.110, 0.000, 0.000, 0.000], "homo_lumo_gap_ev": [6.8095, 6.9852], "charge": 1, "multiplicity": 7, "e_tot_ev": -72939.6860, "lumo_energy_ha": [-0.124, -0.124]}